No. 1
The following is a DFT calculation (ωB97M-V/def2-TZVPD) of 2 unconnected molecules or ions with the total composition C10H16 in a non-equilibrium geometry.

CARTESIAN COORDINATES (ANGSTROEM)
C -2.6343 -0.2985 1.4155
C -2.1825 0.0064 0.0141
C -1.1222 0.8744 -0.2174
C -0.9039 1.3791 -1.4877
C -1.6288 0.8775 -2.5632
C -2.6556 -0.0312 -2.3505
C -2.9411 -0.4498 -1.0626
H -2.2162 0.3960 2.1367
H -2.4432 -1.3331 1.7209
H -3.7133 -0.2562 1.5213
H -0.5398 1.1536 0.6499
H -0.0739 2.0368 -1.7112
H -1.5030 1.3845 -3.5111
H -3.1190 -0.4700 -3.2286
H -3.7467 -1.1594 -0.9097
C 2.6395 -0.3784 2.2071
C 2.4339 -0.0232 0.7099
C 3.3667 -0.6969 -0.3127
H 1.8874 -1.0570 2.5951
H 2.6434 0.5344 2.8029
H 3.6558 -0.7791 2.2570
H 1.3869 -0.1681 0.4530
H 2.6044 1.0490 0.6021
H 4.2147 -1.1442 0.2124
H 2.9174 -1.4977 -0.9001
H 3.6734 0.0513 -1.0431

E_tot in Ha: -390.611892
HOMO-LUMO gap in eV: 9.99
SMILES string: Cc1ccccc1.CCC
M in g mol⁻¹: 136.2
E_HOMO in eV: -9.01
Total charge: 0
ΔE to the lowest compared entry with this formula, charge and spin in kJ/mol: 63.0

***

No. 2
The following is a DFT calculation (ωB97M-V/def2-TZVPD) of 2 unconnected molecules or ions with the total composition C2H3INO3 in a non-equilibrium geometry.

CARTESIAN COORDINATES (ANGSTROEM)
C 0.0366 0.5260 0.2372
C -0.8322 0.0896 -0.7617
N 1.8073 -0.6928 1.9352
O 0.6935 1.0836 0.9577
O -1.7385 1.0652 -1.0949
O 1.4859 -1.4102 1.0130
I -1.8912 1.9376 -2.8313
H -1.4556 -0.8418 -0.6596
H -0.1918 -0.4622 -1.4997
H 2.0860 -1.2949 2.7042

E_tot in Ha: -655.687824
HOMO-LUMO gap in eV: 7.86
M in g mol⁻¹: 216.0
E_HOMO in eV: -13.71
Total charge: +1
ΔE to the lowest compared entry with this formula, charge and spin in kJ/mol: 123.7

***

No. 3
The following is a DFT calculation (ωB97M-V/def2-TZVPD) of a single C3H3Cl2NO2S molecule in a non-equilibrium geometry.

CARTESIAN COORDINATES (ANGSTROEM)
C 0.5476 -0.8114 -1.3900
S -0.7133 -0.6045 -0.1374
O -1.9758 -0.2059 -0.6875
O -0.6052 -1.7700 0.6713
C -0.2979 1.0160 0.8064
Cl 0.1483 2.1908 -0.3834
Cl -1.7101 1.2992 1.7987
C 0.8151 0.8339 1.7920
N 1.6002 0.6447 2.5722
H 0.6011 -1.9700 -1.3513
H 0.1506 -0.3984 -2.3593
H 1.4393 -0.2244 -1.3318

E_tot in Ha: -1639.845900
HOMO-LUMO gap in eV: 11.58
SMILES string: CS(=O)(=O)C(Cl)(Cl)C#N
M in g mol⁻¹: 188.0
E_HOMO in eV: -11.35
Total charge: 0
ΔE to the lowest compared entry with this formula, charge and spin in kJ/mol: 65.1

***

No. 4
The following is a DFT calculation (ωB97M-V/def2-TZVPD) of a molecular structure, C5H6N in a non-equilibrium geometry.

CARTESIAN COORDINATES (ANGSTROEM)
C 0.2799 -0.1734 -0.1963
C -1.9012 0.7332 0.4616
C 0.9880 -0.7058 -1.4779
C 1.6810 -0.6855 -0.0599
C -0.7223 0.2263 0.8814
N -2.8416 1.4210 0.7552
H 1.0647 0.1422 -2.1127
H 0.7423 -1.6949 -1.8007
H 2.0543 -1.6341 0.0866
H 2.1774 0.0165 0.7514
H 0.3405 0.6633 1.6690
H -3.8630 1.6912 1.0423

E_tot in Ha: -248.336600
HOMO-LUMO gap in eV: 8.68
M in g mol⁻¹: 80.1
E_HOMO in eV: -14.36
Total charge: +1
ΔE to the lowest compared entry with this formula, charge and spin in kJ/mol: 732.7

***

No. 5
The following is a DFT calculation (ωB97M-V/def2-TZVPD) of 4 unconnected molecules or ions with the total composition C7H14O3 in a non-equilibrium geometry.

CARTESIAN COORDINATES (ANGSTROEM)
C 1.5509 -0.9223 -2.4186
C 0.7847 -0.4271 -1.1959
C 0.5151 -1.3136 -0.1980
C 0.0641 -0.8514 1.0465
C -0.0251 0.5109 1.2019
C -0.0062 1.4128 0.1146
C 0.4783 0.9437 -1.0936
H 1.1593 -1.9206 -2.7156
H 2.6044 -1.0251 -2.0605
H 1.4255 -0.3360 -3.3274
H 0.7920 -2.3526 -0.1840
H -0.3534 -1.5498 1.7862
H 0.0354 0.8074 2.2608
H -0.5495 2.3461 0.1749
H 0.0982 1.4771 -1.9571
O -2.9818 2.0032 0.0828
H -2.8567 1.7686 -0.8325
H -3.0280 1.2258 0.6632
O -2.5138 -0.7095 0.0444
H -2.0717 -1.1652 -0.6880
H -2.2372 -1.2554 0.8033
O 2.9777 -0.4329 1.9997
H 2.4775 0.1298 2.5993
H 2.2915 -1.1002 1.8340

E_tot in Ha: -500.785991
HOMO-LUMO gap in eV: 9.53
SMILES string: Cc1ccccc1.O.O.O
M in g mol⁻¹: 146.2
E_HOMO in eV: -9.08
Total charge: 0
ΔE to the lowest compared entry with this formula, charge and spin in kJ/mol: 202.8

***

No. 6
The following is a DFT calculation (ωB97M-V/def2-TZVPD) of 12 unconnected molecules or ions with the total composition C42H110N2O14 in a non-equilibrium geometry.

CARTESIAN COORDINATES (ANGSTROEM)
C 4.2993 1.3129 2.4485
O 3.7893 0.7555 1.2768
C 2.3868 0.7742 1.1472
C 2.0536 0.0948 -0.1876
N 0.8627 -0.7212 -0.0863
C -0.3767 0.0136 -0.0861
C -1.5656 -0.9274 -0.0565
O -1.4827 -1.8368 -1.1249
C -2.6216 -2.6728 -1.2193
H 3.9519 0.8252 3.3677
H 4.0646 2.3837 2.5482
H 5.3910 1.3069 2.4810
H 1.9456 1.7785 1.1608
H 1.9401 0.2112 1.9784
H 2.8699 -0.4870 -0.6098
H 1.8914 0.9397 -0.8827
H 0.8161 -1.4449 -0.7906
H -0.4664 0.6885 -0.9562
H -0.4994 0.6524 0.7979
H -2.4748 -0.3179 -0.1060
H -1.5151 -1.4523 0.9102
H -3.5333 -2.0917 -1.3930
H -2.8065 -3.2914 -0.3339
H -2.3911 -3.3047 -2.0772
C 1.5707 3.7729 -2.1436
O 0.5059 4.6016 -2.5390
C -0.3734 4.8792 -1.4635
C -1.6522 5.4501 -2.0477
N -2.5262 5.8775 -0.9510
C -3.6961 6.6243 -1.4093
C -4.6783 6.8271 -0.2633
O -5.4797 7.9472 -0.6054
C -6.5891 8.1233 0.2545
H 1.1910 2.7914 -1.8254
H 2.1348 4.1935 -1.3046
H 2.2123 3.5970 -3.0031
H 0.1192 5.5994 -0.7995
H -0.6193 3.9399 -0.9522
H -2.1933 4.7174 -2.6491
H -1.3365 6.2475 -2.7391
H -1.9781 6.5139 -0.3774
H -4.2117 6.0959 -2.2137
H -3.4267 7.5999 -1.8296
H -4.1191 7.0400 0.6582
H -5.3347 5.9598 -0.1354
H -7.4368 7.5185 -0.0822
H -6.8319 9.1833 0.2383
H -6.3585 7.8279 1.2837
C -4.8314 -3.3532 -4.1317
C -4.3195 -2.2274 -5.0132
C -3.5672 -2.7887 -6.2028
O -5.4445 -1.4493 -5.4141
H -5.4753 -4.0218 -4.7094
H -5.4091 -2.9839 -3.2831
H -4.0191 -3.9536 -3.7201
H -3.6820 -1.5914 -4.3874
H -2.8164 -3.5157 -5.8969
H -3.1097 -2.0086 -6.8184
H -4.2568 -3.3020 -6.8805
H -5.2050 -0.9483 -6.1994
C 1.2639 -0.3445 -4.0501
C 2.2898 -0.4512 -5.1893
C 3.5647 0.3083 -4.8850
O 2.5690 -1.8370 -5.3856
H 1.7706 -0.6736 -3.1415
H 0.3999 -0.9734 -4.2487
H 0.9578 0.7025 -3.9660
H 1.8134 -0.1453 -6.1232
H 3.4547 1.3881 -5.0039
H 4.3265 0.0077 -5.6065
H 3.8738 0.0528 -3.8699
H 2.9255 -2.2003 -4.5558
C -1.9426 1.0948 4.9549
C -0.5345 1.6376 5.0809
C 0.4488 1.0557 4.1011
O -0.5948 3.0737 4.8157
H -2.6168 1.5496 5.6856
H -1.9649 0.0177 5.1417
H -2.3737 1.2904 3.9730
H -0.1466 1.5379 6.1008
H 0.1244 1.2695 3.0799
H 0.4346 -0.0335 4.2011
H 1.4706 1.3874 4.2681
H -1.2409 3.4986 5.3859
C 7.2909 -2.0123 -0.1372
C 6.1234 -1.5263 -0.9839
C 6.3514 -0.0988 -1.4581
O 5.9575 -2.4004 -2.1137
H 7.3248 -1.4099 0.7721
H 8.2362 -1.9426 -0.6828
H 7.2154 -3.0698 0.1210
H 5.1822 -1.5415 -0.4286
H 7.2326 -0.0609 -2.1108
H 6.4494 0.6158 -0.6439
H 5.5481 0.2286 -2.1232
H 6.7538 -2.3271 -2.6514
C -4.6542 -5.8403 0.0966
C -5.4424 -5.2007 -1.0460
C -6.7083 -5.9884 -1.3190
O -5.7612 -3.8469 -0.7479
H -4.3634 -6.8707 -0.1221
H -5.2900 -5.8657 0.9887
H -3.7226 -5.3361 0.3566
H -4.7924 -5.2337 -1.9209
H -6.4878 -7.0204 -1.6024
H -7.2923 -5.5254 -2.1163
H -7.3850 -6.0509 -0.4607
H -6.1971 -3.8554 0.1117
C -3.9994 1.7700 1.5580
C -3.5386 3.1660 1.1702
C -2.2937 3.5850 1.9514
O -3.3343 3.2462 -0.2320
H -4.7500 1.3661 0.8808
H -4.3701 1.8324 2.5817
H -3.1463 1.0872 1.5264
H -4.3567 3.8643 1.4012
H -1.6292 4.1451 1.2900
H -1.7017 2.7405 2.3101
H -2.4620 4.2410 2.8076
H -3.0289 4.1526 -0.4439
C 3.2174 5.6751 3.3236
C 1.8703 4.9988 3.4258
C 1.3301 4.5505 2.0738
O 2.0363 3.8897 4.2796
H 4.0158 5.0274 2.9527
H 3.5293 6.0822 4.2869
H 3.2119 6.5296 2.6379
H 1.1748 5.7573 3.8224
H 1.2428 5.3898 1.3731
H 0.3399 4.0970 2.1383
H 2.0113 3.8671 1.5588
H 1.1932 3.4091 4.3553
C 5.9098 -3.0455 3.3927
C 4.7454 -2.1207 3.0694
C 3.6226 -2.8672 2.3865
O 4.1930 -1.6632 4.3201
H 6.4248 -3.3420 2.4737
H 5.5917 -3.8769 4.0168
H 6.7255 -2.5405 3.9260
H 5.0401 -1.2899 2.4194
H 2.7966 -2.1918 2.1526
H 3.2102 -3.6717 3.0021
H 3.9405 -3.3669 1.4671
H 4.8481 -1.0674 4.7011
C -0.4027 -4.4005 2.3888
C -0.7078 -3.7916 3.7511
C -1.9905 -3.0132 3.8570
O -0.6986 -4.7896 4.7813
H -0.3154 -3.6824 1.5716
H -1.2248 -5.0458 2.0537
H 0.4741 -5.0365 2.5088
H 0.1233 -3.1079 3.9840
H -2.0169 -2.1921 3.1399
H -2.1961 -2.6822 4.8750
H -2.8656 -3.6345 3.6266
H 0.2145 -5.0745 4.8822
C 1.3776 -4.2179 -2.3820
C 2.8720 -4.0586 -2.2512
C 3.6308 -5.1455 -3.0147
O 3.2690 -2.7804 -2.7817
H 1.0293 -5.2062 -2.0764
H 1.1081 -4.1928 -3.4433
H 0.8399 -3.4535 -1.8226
H 3.1822 -4.0361 -1.1999
H 4.6713 -5.2386 -2.7033
H 3.5369 -4.9466 -4.0807
H 3.2060 -6.1327 -2.7995
H 4.1455 -2.5742 -2.4134

E_tot in Ha: -2828.988405
HOMO-LUMO gap in eV: 9.14
SMILES string: COCCNCCOC.COCCNCCOC.CC(C)O.CC(C)O.CC(C)O.CC(C)O.CC(C)O.CC(C)O.CC(C)O.CC(C)O.CC(C)O.CC(C)O
M in g mol⁻¹: 867.3
E_HOMO in eV: -8.65
Total charge: 0
ΔE to the lowest compared entry with this formula, charge and spin in kJ/mol: 66.8